Computed, not measured: C3H2HgO4 as an isolated structure in a non-equilibrium geometry, with ωB97M-V with the def2-TZVPD basis set.

Its expectation value of S² is 0.7552. As for the net charge: -1. As for the spin multiplicity: 2. The calculation puts the HOMO energy (spin up / spin down) at -4.33 / -4.00 eV. As for the energy above the lowest of the compared OMol25 structures with the same formula, charge and spin: 0.00 kJ/mol. The frontier orbital gap (spin up / spin down) comes out at 7.694 / 5.850 eV.

Structure (XYZ):
```
10
Properties=species:S:1:pos:R:3:forces:R:3:mulliken_charge:R:1
C -0.33257 -0.80538 0.73420 1.9876 -0.5924 0.6759 -0.840
C -1.58473 -1.16359 0.83432 -0.2078 0.2914 0.6983 0.743
O -2.71159 -1.42340 1.02473 0.5819 -0.0680 -0.4649 -0.408
H -0.06741 0.16344 0.27428 -0.3547 -0.7881 0.2272 0.214
O 2.37196 -2.53774 2.20867 0.1649 -0.7976 0.9181 -0.671
C 2.65151 -3.39897 3.09845 -0.7422 2.0556 -2.1725 0.755
O 1.73637 -4.13086 3.65524 -1.0470 -0.3931 0.2236 -0.737
O 3.87065 -3.60003 3.49233 1.1598 0.1547 0.0509 -0.778
Hg 3.23590 -5.20066 4.83154 0.2667 -0.8545 0.8423 0.413
H 0.53458 -1.43097 1.24543 -1.8092 0.9920 -0.9989 0.309
```
Positions in Å, forces in eV/Å.



Computed, not measured: C24H72AsF6N7O9 as an isolated structure in a non-equilibrium geometry, with ωB97M-V with the def2-TZVPD basis set.

Its expectation value of S² is 0.7509. As for the net charge: +3. As for the spin multiplicity: 2. The calculation puts the HOMO energy (spin up / spin down) at -9.64 / -15.41 eV. As for the energy above the lowest of the compared OMol25 structures with the same formula, charge and spin: 209.87 kJ/mol. The frontier orbital gap (spin up / spin down) comes out at 3.365 / 8.906 eV.

Structure (XYZ):
```
119
Properties=species:S:1:pos:R:3:forces:R:3:mulliken_charge:R:1
C 2.63940 -3.09374 -1.37904 -0.2248 -1.1081 0.7429 -1.598
C 1.97398 -2.42003 -2.55188 -0.6902 -0.3756 -1.3407 2.315
C 2.65399 -2.76830 -3.91315 0.5625 -0.1418 0.6409 -0.954
O 2.00828 -2.35214 -5.07698 -0.4586 0.5419 -0.4000 -0.284
C 2.64914 -2.71924 -6.32758 0.6465 0.3296 0.1063 -0.869
N 0.49185 -2.90768 -2.59960 1.6602 -0.3754 -0.3573 0.000
H 0.46158 -3.89918 -2.78965 0.0559 -0.5626 0.0763 0.421
H 0.11709 -2.71679 -1.68133 -0.7444 0.4964 0.5631 0.033
H 0.00484 -2.47582 -3.37187 -0.3279 0.4910 -0.0871 0.355
H 1.99421 -3.03666 -0.50236 0.1140 0.5910 0.1811 0.250
H 3.64704 -2.79432 -1.09076 -0.2200 0.6590 -0.3244 0.402
H 2.74681 -4.17263 -1.49115 -0.0566 -0.2021 -0.6626 0.461
H 1.80745 -1.36099 -2.35489 0.5562 0.0242 -0.2743 -1.474
H 2.79933 -3.84611 -3.98603 -0.0063 -0.3788 0.3749 0.549
H 3.65183 -2.34506 -3.79795 0.2877 0.2059 -0.2400 0.436
H 2.85474 -3.78507 -6.42672 -0.7144 -0.2190 0.1158 0.354
H 3.63897 -2.29001 -6.48280 0.2188 0.4656 0.7396 0.357
H 2.09344 -2.29465 -7.16365 -0.5407 -0.4372 0.3542 0.293
C -3.23656 -6.64474 3.56529 -0.5471 -1.4924 -0.7653 -1.534
C -1.88719 -6.63932 2.88773 0.2683 0.8905 0.1210 0.275
C -1.74836 -6.15012 1.41267 -0.0748 -0.8129 0.5476 -0.983
O -1.97653 -4.77760 1.35693 0.4251 -0.4846 2.2708 -0.062
C -1.98785 -4.20004 0.14057 -0.9712 1.0963 -2.7759 -0.869
N -1.04498 -5.72488 3.75397 0.4756 -0.6981 -0.1216 -0.772
H -0.28883 -6.20409 4.22160 0.5584 -0.3162 0.0241 0.484
H -0.64601 -5.02081 3.14964 0.2590 1.3309 0.0753 0.416
H -1.61070 -5.36509 4.50936 -0.1718 0.8360 0.0791 0.333
H -3.13462 -7.33526 4.40248 -0.3761 -0.0417 0.0827 0.496
H -3.88105 -7.09984 2.81321 -0.5478 -0.0880 0.4214 0.353
H -3.71758 -5.74374 3.94598 0.4921 0.3807 -0.4531 0.430
H -1.39374 -7.59964 3.03737 -0.4286 -0.2133 -0.6246 0.372
H -2.43487 -6.63668 0.71980 -0.2309 -0.4661 0.2920 0.457
H -0.74374 -6.42503 1.09131 0.3455 0.1711 -0.1759 0.449
H -2.49238 -3.24002 0.24971 0.3645 0.1478 -0.1398 0.200
H -2.53467 -4.73484 -0.63601 -0.8768 -0.5885 0.3279 0.410
H -1.06916 -4.08990 -0.43562 1.0147 0.2667 0.9109 0.287
C 3.28561 0.90731 3.04833 1.9735 1.0364 0.5979 -1.441
C 3.30003 2.37115 2.58857 -2.3505 0.5651 0.1215 0.423
C 4.51938 3.32981 2.69214 -0.7566 -0.7243 0.3072 -0.801
O 5.24670 3.16605 1.52117 1.0982 0.0546 -1.0910 -0.297
C 6.23079 4.17252 1.19805 0.1449 0.6169 0.1054 -0.884
N 2.73102 2.40357 1.20337 -0.8028 -0.2747 -1.3865 0.318
H 1.76392 2.69480 1.19983 -0.5959 0.9277 0.2397 0.058
H 3.17768 3.00539 0.52631 0.7310 0.1392 -0.2335 0.322
H 2.54185 1.49286 0.80976 0.8373 -1.1154 -0.6229 -0.100
H 4.11557 0.43544 2.52241 -0.4660 -0.7212 -0.3116 0.383
H 2.31320 0.41500 3.03606 0.1642 0.0715 -0.5437 0.353
H 3.62986 0.88074 4.08220 -0.1667 0.1137 0.1783 0.450
H 2.39517 2.83744 2.97832 0.7506 0.3640 1.6960 0.293
H 5.04535 3.05426 3.60621 0.3921 0.0023 0.0183 0.442
H 4.17900 4.35864 2.80941 -0.1752 0.1334 -0.0406 0.422
H 6.76145 3.97721 0.26619 -0.3989 -0.7896 0.0179 0.267
H 7.01432 4.30929 1.94336 -0.2128 -0.3611 0.3847 0.341
H 5.78948 5.15491 1.02996 -0.4851 0.0268 0.2633 0.380
C -3.62333 0.94807 -1.86025 -1.6791 0.2099 1.0174 -1.368
C -3.34987 2.36908 -1.43079 0.5820 1.7720 -0.8246 0.764
C -4.62056 3.39228 -1.43815 2.3563 0.9988 0.7088 -0.929
O -4.12669 4.70560 -1.04949 1.1056 -1.9407 -0.0068 -0.184
C -5.10008 5.73988 -1.02519 -0.1563 -1.2201 0.1272 -0.752
N -2.53975 2.46405 -0.15277 -0.8706 0.7485 -0.5049 0.188
H -2.10955 3.37660 -0.10515 -0.2462 1.1533 0.0560 0.277
H -3.09294 2.36624 0.68658 -0.0681 -0.3597 0.3521 0.398
H -1.69878 1.90488 -0.16725 0.2975 -1.2635 0.0944 0.112
H -4.60015 0.81006 -1.39668 -0.2540 -1.0647 -0.2497 0.419
H -2.94757 0.18484 -1.47433 0.2275 0.2605 -0.0886 0.247
H -3.75166 0.87267 -2.94004 0.1274 0.0496 0.1252 0.369
H -2.61050 2.74293 -2.13907 -0.2704 0.6181 -0.0747 -0.086
H -5.41044 3.15567 -0.72526 -0.1697 -0.6973 -0.1747 0.452
H -4.95835 3.44991 -2.47288 -0.3419 -0.3183 -0.0144 0.478
H -4.58028 6.67235 -0.80519 -0.1168 -0.0670 -0.5786 0.216
H -5.78919 5.54486 -0.20349 -0.3234 0.1026 0.0350 0.311
H -5.61651 5.61816 -1.97734 -0.3084 1.0875 -0.0324 0.323
C -3.29561 -2.27285 3.53983 -0.7569 -1.6146 -0.4838 -0.428
C -2.72353 -0.95399 3.81969 0.9396 0.6207 -0.5025 0.240
C -2.58769 -0.67372 5.31655 -1.0552 2.1433 0.2461 -1.102
O -2.29367 0.73970 5.50423 0.0304 -1.1120 -0.7070 -0.272
C -3.33151 1.46861 6.16509 0.8416 0.4667 0.2505 -0.762
N -1.40638 -0.81437 3.14402 0.1383 0.7271 0.5397 0.013
H -1.38257 -0.68415 2.14273 -0.6106 -0.5961 -1.1721 -0.319
H -1.08300 0.09459 3.44290 1.0940 0.5829 0.8212 0.328
H -0.80131 -1.58963 3.37415 1.4290 -0.9513 0.4136 0.448
H -2.71232 -3.08939 3.96544 0.0695 0.1489 0.4616 -0.174
H -3.28871 -2.54353 2.48400 -0.3016 0.3481 -0.1580 0.237
H -4.30943 -2.31100 3.93833 -0.0841 -0.1635 -0.1207 0.500
H -3.17209 -0.15578 3.22829 -1.4113 0.1160 1.0711 -0.017
H -1.91990 -1.26888 5.93940 0.5058 -0.1723 -0.6897 0.293
H -3.57031 -0.88601 5.73784 -0.2569 0.0226 0.0059 0.475
H -3.35571 1.10370 7.19190 -0.7641 -0.0026 -0.0285 0.332
H -4.26912 1.50499 5.61041 -0.1963 -0.6133 0.1743 0.320
H -3.01929 2.51156 6.21868 0.2987 -0.0800 -0.0377 0.254
C 0.76623 0.74992 -4.96672 0.2719 0.8763 0.5515 -1.220
C 1.12435 1.91343 -3.92363 0.3227 -2.3782 -1.0801 0.210
C 2.15270 1.35968 -2.80361 -0.5052 1.6500 0.4860 1.758
O 3.43985 0.98088 -3.25828 -0.8944 -0.2884 -1.8415 -0.533
C 4.37972 0.58357 -2.29249 -0.2206 -0.6996 1.1364 -0.674
N 1.72735 3.01479 -4.71313 1.6786 -0.5782 -0.6574 -0.145
H 2.24502 3.67944 -4.15604 -0.3690 0.8439 0.5593 0.292
H 2.45218 2.62305 -5.29730 0.6099 -0.4194 -0.3656 0.411
H 1.10269 3.43455 -5.38671 -0.5912 0.5862 0.1915 0.357
H 1.55668 0.58954 -5.69991 0.5034 -0.2243 0.4336 0.447
H -0.08607 0.91896 -5.62483 -0.3845 0.4519 0.4690 0.461
H 0.58782 -0.17181 -4.41294 0.1395 0.0869 -0.1479 0.002
H 0.20378 2.41201 -3.62021 0.2334 -0.7617 1.2501 -0.093
H 1.65555 0.60571 -2.19330 -0.1127 -0.2659 -0.4257 -1.343
H 2.31925 2.16467 -2.08782 -0.2943 0.2939 0.0442 0.110
H 5.21265 0.03060 -2.72671 0.1168 0.8123 -0.5858 0.359
H 4.00766 -0.17626 -1.60523 -0.7703 -0.0763 0.1731 0.096
H 4.68357 1.40428 -1.64270 0.3409 0.2681 -0.2637 0.384
N 0.44447 -0.27177 -0.14227 1.6790 -1.3525 -1.4443 0.872
O -0.09590 0.75256 -0.40120 -2.5699 4.3859 -0.1989 -0.473
O 1.66810 -0.28696 -0.07839 2.3859 -0.2088 1.0429 -0.675
O -0.18507 -1.31204 -0.12744 -1.5421 -2.7549 0.4846 -0.730
As 0.18517 4.93820 -1.08447 -0.8280 2.4178 2.1421 1.881
F 0.73877 5.81227 0.39058 0.3070 -0.7498 -1.8592 -0.486
F -1.44872 5.66902 -0.70194 2.0067 -1.6935 -0.9081 -0.490
F -0.54733 3.97093 -2.44709 0.6931 0.8124 1.5245 -0.540
F 1.75825 4.11464 -1.42058 -1.0730 0.7187 0.1842 -0.578
F -0.06913 3.64922 0.17036 -0.3940 -0.1870 -1.3268 -0.553
F 0.62310 6.29250 -2.09261 -0.3182 -1.4934 0.3753 -0.430
```
Positions in Å, forces in eV/Å.



Computed, not measured: one molecule with the formula C4H12N2O in a non-equilibrium geometry, with ωB97M-V with the def2-TZVPD basis set.

The calculation puts the HOMO energy at -9.19 eV. As for the SMILES: C[C@H](N)C[C@H](N)O. As for the energy above the lowest of the compared OMol25 structures with the same formula, charge and spin: 91.02 kJ/mol. The frontier orbital gap comes out at 10.044 eV.

Structure (XYZ):
```
19
Properties=species:S:1:pos:R:3:forces:R:3:mulliken_charge:R:1
C -0.61611 -1.06225 -1.67844 -0.0557 -0.1094 -0.1742 -1.479
C -0.82099 -1.01406 -0.16627 0.8293 -0.2279 0.1027 0.453
N -1.99460 -0.20749 0.13775 0.1269 0.5242 0.1424 -0.781
C 0.51204 -0.61421 0.60721 -1.5064 -0.3956 -0.6606 -0.743
C 0.61922 0.85485 0.95746 2.1928 -0.3088 0.4061 -0.227
N 0.59377 1.76779 -0.14091 -0.5722 0.2814 -0.2904 -0.522
O 1.92530 0.99470 1.63730 -0.6553 0.0839 0.3731 -0.574
H -0.40799 -0.07574 -2.10358 0.0145 -0.0068 0.1532 0.312
H -1.51073 -1.45122 -2.17880 0.0991 0.1003 0.1789 0.377
H 0.21438 -1.72831 -1.93587 -0.0492 0.1133 0.0646 0.366
H -1.04136 -2.03871 0.15540 -0.0654 0.1028 -0.0400 0.370
H -1.81834 0.75570 -0.16368 -0.0958 -0.3271 0.0513 0.332
H -2.15179 -0.16343 1.14194 -0.0519 -0.0874 -0.1392 0.258
H 1.37934 -0.94169 0.02129 -0.0382 0.1471 0.0024 0.387
H 0.52667 -1.19037 1.53984 0.1448 0.2809 -0.0690 0.256
H -0.14076 1.13139 1.69368 0.2859 0.0951 -0.0628 0.387
H 0.75288 2.70414 0.22784 -0.0954 -0.1789 -0.1453 0.243
H 1.36148 1.57984 -0.77788 -0.1182 -0.1113 -0.0518 0.255
H 2.61758 0.69906 1.02571 -0.3894 0.0243 0.1588 0.331
```
Positions in Å, forces in eV/Å.